Record 1
{"formula": "C7H24O7", "method": "the ωB97M-V functional and the def2-TZVPD basis", "s2": 0.75, "lumo_ev": [-3.41, -9.77], "molar_mass_g_mol": 220.3, "de_lowest_kcal_mol": 103.0, "total_charge": 1, "homo_ev": [-12.22, -12.22], "spin_multiplicity": 2, "elements": ["O", "H", "H", "O", "H", "H", "C", "C", "O", "O", "H", "H", "H", "H", "H", "H", "C", "C", "O", "O", "H", "H", "H", "H", "H", "H", "C", "C", "C", "O", "H", "H", "H", "H", "H", "H", "H", "H"], "coordinates": [[-12.72058, -26.05926, 1.15481], [-11.95550, -26.18272, 0.59299], [-12.40126, -26.24156, 2.03858], [-9.75437, -25.28028, 2.55182], [-9.30710, -24.90042, 3.30803], [-9.16895, -25.97523, 2.25089], [-15.95772, -28.22022, -0.79202], [-14.77248, -27.66014, -1.48967], [-14.69180, -26.30760, -1.80799], [-17.11184, -28.24680, -1.56215], [-16.18437, -27.66770, 0.11982], [-15.74639, -29.21159, -0.39124], [-14.59157, -28.05329, -2.49007], [-13.86971, -27.83618, -0.90475], [-14.80013, -25.83986, -0.97667], [-16.94111, -27.66076, -2.30310], [-14.65494, -22.89352, -0.77116], [-15.88483, -22.68948, -1.67944], [-15.81893, -23.55965, -2.75590], [-14.55142, -24.11074, -0.05164], [-14.48405, -22.04114, -0.11362], [-13.71372, -22.99959, -1.31055], [-15.86865, -21.67592, -2.08011], [-16.85948, -22.72986, -1.19310], [-15.88078, -24.45209, -2.40757], [-13.72349, -24.18405, 0.42872], [-16.13128, -23.36613, 2.89665], [-15.46484, -24.62489, 3.34172], [-14.10352, -24.38375, 4.11134], [-16.27799, -25.24444, 4.31046], [-16.03198, -22.62073, 3.68571], [-17.21451, -23.47281, 2.83901], [-15.58151, -22.99565, 2.03143], [-15.22997, -25.13623, 2.40820], [-13.50168, -25.27240, 4.30155], [-14.14072, -23.60703, 4.87517], [-13.59463, -23.97207, 3.23977], [-16.15713, -24.88524, 5.19249]], "forces_ev_per_angstrom": [[-0.6, 0.3, 0.1], [0.3, 0.0, -0.2], [0.4, -0.1, 0.2], [-0.5, 0.0, -0.1], [0.2, 0.1, 0.2], [0.2, -0.2, -0.1], [-0.2, 0.1, 1.0], [2.2, -0.7, -0.9], [-1.4, 1.5, 0.3], [-0.6, 0.0, -0.7], [0.2, 0.6, 0.3], [0.2, -0.3, -0.5], [-0.3, -1.1, 0.2], [0.0, -0.7, 0.3], [0.2, 0.7, 0.2], [-0.3, 0.1, -0.3], [1.5, 0.8, -0.2], [0.9, 0.0, 0.5], [-0.3, -0.3, -0.6], [-2.1, -1.0, 1.4], [-0.4, 0.2, 0.3], [-0.4, 1.1, -1.3], [0.4, 0.1, 0.0], [0.0, -0.3, 0.6], [0.1, -0.4, -0.2], [0.3, 0.0, -0.3], [-0.6, 2.5, 1.4], [1.0, -1.0, 1.5], [0.3, 0.7, -1.5], [0.4, -1.4, -2.3], [0.2, 0.3, 0.0], [0.2, -0.4, -0.9], [-0.4, -0.3, -0.3], [-0.8, -1.4, 0.4], [-0.7, -0.2, 0.6], [0.0, -0.3, 0.2], [0.4, 0.5, -0.1], [0.0, 0.8, 0.7]], "lowdin_spin": [0.0004, 0.0000, 0.0000, 0.0001, 0.0000, 0.0000, 0.0000, 0.0002, 0.0007, 0.0001, 0.0000, 0.0000, 0.0000, 0.0001, -0.0001, 0.0000, 0.0008, 0.0004, 0.0006, 0.0120, 0.0003, 0.0008, 0.0000, 0.0002, 0.0000, -0.0001, 0.1021, 0.1199, 0.1171, 0.5964, 0.0004, 0.0002, 0.0153, 0.0031, 0.0009, 0.0014, 0.0201, 0.0066]}

=====

Record 2
{"formula": "C7H25FN14O9S2", "method": "the ωB97M-V functional and the def2-TZVPD basis", "lumo_ev": -1.07, "smiles": "N#CON(S)S(=O)(=O)F.NC(N)=O.NC(N)=O.NC(N)=O.NC(N)=O.NC(N)=O.NC(N)=O", "molar_mass_g_mol": 532.5, "homo_ev": -9.36, "spin_multiplicity": 1, "elements": ["N", "C", "O", "N", "S", "S", "O", "O", "F", "H", "C", "O", "N", "N", "H", "H", "H", "H", "C", "O", "N", "N", "H", "H", "H", "H", "C", "O", "N", "N", "H", "H", "H", "H", "C", "O", "N", "N", "H", "H", "H", "H", "C", "O", "N", "N", "H", "H", "H", "H", "C", "O", "N", "N", "H", "H", "H", "H"], "coordinates": [[-2.33453, 1.01248, 2.41327], [-3.33411, 1.37835, 1.82216], [-4.24811, 2.31259, 1.18599], [-4.08519, 2.30083, -0.17429], [-3.82651, 0.69743, -0.80733], [-2.88120, 3.43155, -0.71377], [-1.60753, 3.42249, 0.08008], [-2.50963, 3.19247, -2.15614], [-3.55967, 4.97166, -0.46946], [-2.45593, 0.39575, -0.74842], [-8.05598, 2.99289, -0.42409], [-7.71933, 2.19038, 0.43306], [-7.16841, 3.58218, -1.26170], [-9.34589, 3.36399, -0.61241], [-7.42342, 4.24362, -1.97256], [-6.19820, 3.33037, -1.15159], [-10.03608, 2.94723, -0.00853], [-9.64263, 4.02134, -1.31069], [0.55113, -0.99961, -0.31366], [0.06551, -0.32578, -1.21459], [0.32883, -2.32952, -0.19368], [1.35289, -0.47274, 0.64084], [0.71858, -2.89856, 0.53764], [-0.26308, -2.76009, -0.88539], [1.54266, 0.51571, 0.58696], [1.76079, -1.00765, 1.38716], [-1.37282, 3.20722, -6.10004], [-1.08255, 2.55684, -7.09328], [-1.52386, 2.64738, -4.87671], [-1.56944, 4.54900, -6.13649], [-1.76214, 3.16571, -4.04905], [-1.38599, 1.65192, -4.80732], [-1.46626, 5.00378, -7.02915], [-1.80820, 5.10120, -5.33276], [4.80989, -2.02417, 0.23607], [3.85966, -2.79270, 0.16796], [4.66680, -0.68409, 0.15044], [6.08524, -2.45085, 0.40377], [5.43021, -0.03464, 0.20420], [3.73029, -0.32985, 0.02601], [6.23145, -3.44516, 0.47227], [6.87712, -1.83671, 0.46219], [4.30809, -0.16342, 4.12199], [3.82357, 0.50951, 3.22385], [4.08588, -1.49493, 4.23997], [5.11059, 0.36431, 5.07876], [4.47444, -2.06419, 4.96977], [3.49380, -1.92587, 3.54700], [5.29970, 1.35229, 5.02552], [5.51819, -0.17031, 5.82423], [2.81223, -5.93578, 1.86819], [2.20804, -5.13784, 2.57223], [3.23619, -5.63259, 0.61957], [3.10933, -7.19406, 2.27924], [3.73293, -6.27228, 0.02662], [3.03388, -4.70359, 0.27832], [2.80986, -7.45756, 3.20419], [3.60351, -7.86357, 1.71796]], "forces_ev_per_angstrom": [[-5.7, 1.4, -3.1], [3.9, 1.5, 1.8], [1.9, -2.2, 2.9], [0.8, -0.1, -1.9], [0.1, -0.3, -0.7], [7.2, 1.0, -1.7], [-4.7, 0.2, -0.9], [-3.2, 1.1, 3.9], [0.6, -3.4, -0.6], [-0.7, 0.9, 0.3], [0.1, -0.4, 0.4], [0.0, 0.1, -0.1], [0.8, 0.2, -0.4], [-0.8, 0.0, 0.1], [0.0, -0.1, 0.1], [-0.2, 0.0, 0.0], [0.1, 0.1, -0.1], [0.1, -0.1, 0.1], [0.0, -0.1, 0.0], [-0.3, 0.1, -0.1], [-0.4, -0.6, -0.2], [0.5, 0.6, 0.2], [0.1, 0.1, 0.0], [0.2, 0.1, 0.1], [-0.2, -0.2, 0.2], [0.0, 0.0, -0.1], [0.1, -0.6, -0.2], [0.0, 0.1, 0.0], [0.0, -0.4, 0.4], [-0.1, 0.9, -0.4], [0.0, -0.1, -0.1], [0.0, 0.2, 0.0], [0.0, -0.1, 0.2], [0.0, -0.1, 0.0], [-0.2, 0.3, 0.0], [-0.1, -0.1, 0.0], [-0.3, 0.5, -0.2], [0.6, -0.7, 0.1], [-0.1, -0.1, 0.1], [0.2, -0.1, 0.1], [0.0, 0.2, 0.0], [-0.1, 0.0, 0.0], [-0.2, 0.0, -0.3], [0.0, 0.0, 0.0], [-0.3, -0.6, -0.3], [0.5, 0.6, 0.4], [-0.1, 0.1, -0.1], [0.1, 0.0, 0.2], [-0.1, -0.2, 0.0], [-0.1, 0.0, -0.1], [-0.1, 0.4, -0.2], [0.0, 0.0, 0.1], [-0.1, 0.3, -0.5], [0.0, -0.7, 0.7], [-0.1, 0.0, 0.1], [0.4, 0.0, 0.1], [0.1, 0.0, -0.2], [-0.1, 0.1, 0.0]], "mulliken_charge": [-0.3633, 0.4829, -0.1500, -0.0798, -0.1057, 1.1691, -0.5055, -0.5436, -0.2715, 0.2137, 0.6184, -0.6322, -0.3037, -0.4010, 0.1612, 0.1740, 0.2343, 0.1552, 0.6607, -0.7154, -0.3222, -0.2799, 0.1598, 0.2081, 0.2003, 0.0902, 0.5992, -0.6700, -0.2461, -0.3484, 0.2552, 0.1642, 0.2059, 0.1640, 0.6063, -0.6895, -0.3066, -0.4209, 0.1521, 0.1984, 0.2200, 0.1544, 0.6893, -0.6123, -0.3015, -0.4286, 0.1669, 0.1260, 0.2293, 0.1469, 0.6621, -0.6422, -0.3008, -0.4056, 0.1786, 0.2147, 0.2294, 0.1553]}

=====

Record 3
{"formula": "C7H26BeN4OP", "method": "the ωB97M-V functional and the def2-TZVPD basis", "lumo_ev": 2.86, "molar_mass_g_mol": 222.3, "total_charge": -1, "homo_ev": -0.04, "spin_multiplicity": 1, "elements": ["C", "Be", "N", "H", "H", "H", "H", "H", "H", "H", "H", "C", "N", "C", "P", "O", "N", "C", "C", "N", "C", "C", "H", "H", "H", "H", "H", "H", "H", "H", "H", "H", "H", "H", "H", "H", "H", "H", "H", "H"], "coordinates": [[-0.84716, 0.96540, -1.24300], [0.03143, -0.07692, -0.33487], [0.13980, -1.83110, -1.28938], [-1.41701, -0.06921, 0.02624], [1.40642, 0.23605, -0.60012], [-0.84366, 1.88574, -0.63832], [-1.81841, 0.89369, -1.88549], [-0.17764, 1.32883, -2.09194], [-0.46118, -2.46855, -0.71491], [1.14230, -2.09746, -1.22121], [-0.15056, -1.82045, -2.27918], [1.61481, -2.67345, 2.67952], [1.33133, -1.36434, 3.26861], [1.81969, -1.14142, 4.61507], [0.37195, -0.29058, 2.47507], [0.25045, -1.07214, 1.14815], [-1.07746, -0.10067, 3.25922], [-2.09419, 0.76320, 2.63883], [-1.68441, -1.36137, 3.72910], [0.97852, 1.22878, 2.37355], [2.29256, 1.42415, 1.74717], [0.55977, 2.30702, 3.28588], [0.69951, -3.28795, 2.61551], [2.33976, -3.18950, 3.31910], [2.04224, -2.57650, 1.67036], [2.08332, -0.08745, 4.76462], [1.07173, -1.42953, 5.36892], [2.71813, -1.74957, 4.76785], [-2.24843, 0.54429, 1.55603], [-3.04140, 0.56460, 3.15795], [-1.85107, 1.83972, 2.74179], [-2.06981, -1.97788, 2.89646], [-0.94656, -1.94248, 4.30626], [-2.51805, -1.10157, 4.38397], [2.18596, 1.64814, 0.67530], [2.79142, 2.25822, 2.25510], [2.92572, 0.53150, 1.87556], [-0.07772, 3.04454, 2.76200], [0.02117, 1.89712, 4.15436], [1.45452, 2.83570, 3.65250]], "forces_ev_per_angstrom": [[-1.2, 3.3, -4.4], [0.9, -2.7, -0.1], [0.0, -0.8, 0.1], [-1.7, -1.0, 1.0], [0.5, 0.3, 0.2], [-0.6, 0.1, 0.1], [1.1, -0.2, 2.0], [0.4, 0.0, -0.1], [0.8, 0.8, -0.9], [-1.1, 0.3, 0.0], [0.1, -0.1, 0.8], [-0.2, -0.2, -0.2], [0.7, 0.2, 1.1], [-0.1, 0.0, 0.0], [-0.9, -2.2, -3.3], [0.7, 1.8, 2.1], [0.0, -0.3, 0.6], [-0.4, 0.7, -0.2], [0.4, -0.1, -0.2], [0.3, 0.3, 1.1], [0.2, 0.1, -0.3], [0.0, 0.1, -0.1], [0.4, 0.1, -0.1], [-0.1, 0.1, 0.0], [-0.3, 0.0, 0.4], [-0.1, -0.1, 0.0], [0.2, 0.1, 0.1], [-0.1, 0.2, 0.1], [0.3, -0.1, 0.4], [0.1, 0.2, 0.0], [-0.1, -0.6, 0.0], [0.2, 0.2, 0.2], [-0.3, 0.1, -0.2], [0.0, 0.0, 0.0], [0.1, -0.3, 0.3], [-0.1, -0.1, 0.0], [-0.3, 0.2, -0.2], [0.3, -0.3, 0.3], [0.1, 0.2, -0.4], [-0.3, -0.2, -0.1]], "mulliken_charge": [-0.5018, -1.9498, -0.4918, 0.0142, -0.4525, 0.0592, 0.0359, -0.0151, 0.2418, 0.2172, 0.1066, -0.9829, 0.4614, -0.9983, 0.7383, 0.8931, 0.3341, -0.8222, -1.2006, 0.6721, -1.0475, -1.3120, 0.2359, 0.4215, 0.1838, 0.2513, 0.2547, 0.4104, -0.1858, 0.5832, 0.0572, 0.3560, 0.2344, 0.4350, -0.0044, 0.3666, 0.3208, 0.2645, 0.4541, 0.3615]}